The following is a quantum chemistry calculation of C2H5NS2 as an isolated structure in a non-equilibrium geometry, from the OMol25 dataset.

## Properties
Frontier orbital gap (eV): 7.884

ORCA input file:
```
! RIJCOSX wB97M-V def2-TZVPD def2/J DEFGRID3
* xyz 0 1
C -0.049 -0.700 1.547
H 0.582 -0.145 -1.625
H -0.379 -1.576 1.922
S -1.269 -1.381 -0.890
C -0.447 -0.527 0.218
H 0.128 2.941 -0.518
H 1.115 -0.709 1.453
N 0.440 0.232 -0.426
H -0.173 0.168 2.527
S 1.183 1.697 0.180
*
```

***

The following is a quantum chemistry calculation of C30H24N4O2S3Ti as an isolated structure, from the OMol25 dataset.

## Properties
Frontier orbital gap (eV): 6.670

ORCA input file:
```
! RIJCOSX wB97M-V def2-TZVPD def2/J DEFGRID3
* xyz 0 1
C -2.923 5.905 0.674
O -4.082 -1.261 -0.007
H -3.007 6.965 0.874
C -2.653 3.169 0.151
C 1.263 2.502 -1.492
H 3.668 -2.687 -0.897
H -4.995 5.509 1.001
C 0.745 -1.021 -1.378
C 1.932 -1.433 -0.770
C 2.754 -2.368 -1.383
C -5.032 2.852 0.548
H -0.516 -1.279 -3.118
C -3.352 -0.384 -0.374
C -4.024 5.103 0.745
N -2.520 1.835 -0.113
H 2.213 -1.039 0.200
H -1.790 2.032 -4.569
C 1.514 3.363 -2.520
C -3.589 1.073 -0.053
H 1.024 -5.607 3.953
H 5.223 -5.589 4.810
H 3.552 -2.681 2.142
H 2.975 -6.568 5.133
O -2.251 -0.566 -1.096
H 2.910 2.911 -0.216
C 1.228 -2.499 -3.236
C 4.369 -5.168 4.296
C -0.436 2.323 -2.949
H 1.509 2.290 0.649
C 2.009 -5.185 3.823
C -1.757 1.877 -3.492
N 0.982 -2.150 2.342
S 0.047 -5.812 1.268
N 1.077 -3.515 2.301
C 0.436 3.246 -3.449
C -0.022 -1.743 1.653
C 4.534 -4.075 3.458
H -6.002 3.260 0.805
H -0.804 6.003 0.268
C 3.108 -5.719 4.477
C 2.084 2.205 -0.278
C -3.917 3.717 0.484
Ti -0.656 0.350 -0.711
N 0.057 1.852 -1.741
C 0.406 -1.565 -2.619
H -5.683 0.810 0.327
C 0.162 -4.196 1.556
C -1.529 4.022 0.081
C -4.874 1.524 0.286
H -2.587 2.436 -3.049
S -0.931 -3.010 0.884
H -1.947 0.816 -3.311
H 2.382 3.998 -2.601
C 3.443 -3.537 2.794
H 0.948 -2.919 -4.193
H 2.507 1.198 -0.311
C 2.400 -2.903 -2.614
H 0.316 3.778 -4.380
H 3.036 -3.641 -3.086
C 2.190 -4.099 2.981
S -0.401 -0.034 1.589
H -0.569 3.614 -0.201
H 5.515 -3.641 3.317
C -1.669 5.356 0.335
*
```

***

The following is a quantum chemistry calculation of C46H36Cl4N4O2PdS5 as an isolated structure in a non-equilibrium geometry, from the OMol25 dataset.

## Properties
Frontier orbital gap (alpha / beta) (eV): 4.675 / 4.674

ORCA input file:
```
! RIJCOSX wB97M-V def2-TZVPD def2/J DEFGRID3
* xyz 0 1
H -2.787 -2.400 -6.339
H -4.138 -1.052 0.175
N 2.583 -1.128 1.730
C 2.759 2.830 0.158
Pd -0.492 0.142 -2.789
H 3.875 -5.564 1.338
H 1.760 -1.967 4.486
C -2.470 -2.887 2.482
H 0.758 1.795 4.392
S 0.408 1.364 0.226
C -2.466 4.004 -4.046
Cl -3.442 6.116 -5.313
C 0.712 -1.754 4.312
H 5.666 1.295 4.777
C -0.975 -0.574 3.057
C -1.257 -3.029 1.824
C 4.592 1.403 4.697
C -3.505 -2.173 1.895
C 1.758 4.697 -1.647
H 1.401 -3.933 -5.030
H -4.443 3.934 1.536
H 4.609 3.896 -0.008
Cl -0.966 6.072 -7.122
C -1.476 2.947 -3.807
C -0.274 -2.363 5.069
H -0.433 -3.552 2.290
S -1.686 -0.390 -4.617
C -3.332 -1.607 0.640
H 1.363 5.437 -2.333
H -1.241 0.134 2.284
C 3.917 2.277 5.535
C -2.308 3.995 1.749
H -0.166 3.790 1.792
C -1.112 2.238 0.651
C 3.580 3.836 -0.337
C 1.038 -4.176 0.156
C 0.808 -6.551 0.280
H -2.599 -3.325 3.463
C 0.942 3.685 -1.168
C -0.189 2.965 -4.661
C 2.519 0.815 3.659
H -4.432 1.877 0.165
H -2.317 4.890 2.358
C -3.501 2.299 0.521
C -1.962 -1.205 3.807
H -3.005 -0.993 3.603
C 1.831 1.688 4.490
N 1.011 1.122 1.655
C -0.190 -2.627 -4.390
C -2.130 -1.755 -0.035
H -2.385 -2.570 5.403
H -0.731 -5.229 -0.442
N 0.211 0.320 -0.783
C 2.535 2.416 5.434
H 4.373 -0.046 3.090
C 3.084 4.766 -1.239
C 2.866 -5.493 0.953
O 0.702 2.207 -4.409
H 0.000 -3.057 5.853
H -2.259 0.789 -0.410
C 2.332 -4.249 0.641
C 0.386 -3.992 -4.631
C 2.105 -6.639 0.777
H 3.727 5.551 -1.615
H -0.223 -4.561 -5.331
H -1.420 -3.495 -6.603
C 0.355 -0.856 3.312
C 1.447 2.752 -0.276
Cl 1.316 3.947 -6.674
H -0.097 3.630 -1.450
H -4.446 -2.058 2.418
C -1.614 -2.090 4.814
H 3.127 2.109 0.876
C -2.280 4.902 -5.030
H -1.374 -1.839 -7.222
C -3.505 3.451 1.291
C -1.104 -2.467 0.567
C -1.080 4.884 -5.901
C -1.104 3.387 1.433
C -2.295 1.688 0.194
S 1.712 -0.152 2.358
H 0.220 -7.448 0.135
S 0.441 -2.566 -0.338
H 4.463 2.851 6.272
C -1.096 -1.961 -5.110
H 2.520 -7.606 1.028
O -1.663 2.111 -2.947
C 3.889 0.661 3.754
C 0.269 -5.317 -0.037
H -1.987 -1.337 -1.023
N -0.189 -2.842 -1.833
H 0.425 -4.548 -3.693
H 2.010 3.096 6.093
C -0.101 3.982 -5.732
H 2.894 -3.336 0.795
C -1.699 -2.467 -6.389
S 0.469 -1.819 -2.960
Cl -3.828 4.004 -3.021
*
```

***

The following is a quantum chemistry calculation of C25H43GdNP2 as an isolated structure in a non-equilibrium geometry, from the OMol25 dataset.

## Properties
Frontier orbital gap (alpha / beta) (eV): 5.001 / 5.496
⟨S²⟩: 16.81

ORCA input file:
```
! RIJCOSX wB97M-V def2-TZVPD def2/J DEFGRID3
* xyz 1 8
C -3.631 0.976 -2.116
P 0.271 0.272 -2.122
C -1.109 -0.889 -1.821
H 2.650 -2.099 3.009
C -4.603 1.804 0.739
H -0.271 -2.922 -1.772
H 0.638 1.542 0.143
H 3.006 3.030 -0.518
H -3.228 -1.452 0.936
Gd -1.523 0.335 0.560
H -3.185 0.694 2.062
H -0.968 1.393 -3.747
H 4.195 0.004 -1.637
P 0.153 -2.387 0.482
H -4.070 -1.961 -1.195
H -5.059 3.294 -0.760
C 2.867 -1.113 3.442
H -4.882 -0.551 -2.797
C 4.734 0.676 -0.950
H 4.193 3.674 0.609
H -4.686 2.402 1.666
H 4.440 -2.567 1.698
C 3.284 3.056 0.545
H -3.193 0.839 -3.118
H 0.495 0.515 -4.462
C -4.150 2.779 -0.365
H -2.649 2.797 -2.018
H 1.510 -4.382 1.044
H -3.526 3.574 0.097
H -1.844 -2.741 -0.996
C -4.500 -1.043 -0.773
C -4.761 0.011 -1.857
H 0.749 2.062 -3.560
H 3.613 -1.276 4.232
C 1.673 -0.743 -2.207
H 4.697 1.680 -1.382
H 2.491 3.574 1.103
C 2.192 1.947 3.330
C 3.494 1.704 1.084
C 3.016 1.210 2.336
C 0.867 -4.064 0.214
C 0.111 1.153 -3.650
C -3.638 0.665 1.003
H -5.464 -1.336 -0.316
H -1.748 -1.980 2.089
C -0.869 -2.258 -1.130
H 1.509 -4.075 -0.677
H 1.745 2.846 2.880
C 3.330 -0.175 2.404
H -0.928 2.081 -0.826
H 5.660 -1.820 0.659
C -3.560 -0.584 0.313
C 4.583 -1.856 0.881
C -3.348 2.128 -1.473
C -1.166 -2.842 1.700
H -0.675 -3.263 2.588
H 4.094 -2.266 -0.018
H 1.410 1.300 3.749
H -1.415 -1.081 -2.846
C 4.072 -0.516 1.234
H 1.963 -0.740 3.934
H -5.731 0.490 -1.617
H -5.629 1.464 0.528
H -1.854 -3.605 1.304
H 0.122 -4.857 0.094
H 5.782 0.338 -0.940
C 0.171 1.661 -0.875
H 0.734 2.493 -1.321
H -2.059 -0.393 -1.429
H 2.774 2.296 4.202
C 4.155 0.638 0.410
N 2.482 -1.557 -2.009
*
```

***

The following is a quantum chemistry calculation of C21H28N3O2S4SiW as an isolated structure in a non-equilibrium geometry, from the OMol25 dataset.

## Properties
Frontier orbital gap (alpha / beta) (eV): 5.462 / 5.461

ORCA input file:
```
! RIJCOSX wB97M-V def2-TZVPD def2/J DEFGRID3
* xyz 3 1
C -2.120 -0.211 -3.316
C 3.889 -1.017 2.818
H 2.723 0.276 -2.050
H -3.870 0.579 -0.836
C -3.247 0.798 0.032
S -0.096 -2.649 0.274
S 2.082 -4.650 -0.897
H -1.230 0.424 -3.385
C 3.781 0.247 3.355
H -2.593 1.639 -0.205
H 1.241 0.805 -2.848
C -0.761 -2.315 -3.319
H -0.928 0.673 1.606
H -3.916 1.124 0.833
O 4.523 2.613 4.616
H 4.510 -1.767 3.288
H -4.176 -1.755 0.047
C -2.483 -0.435 0.528
H -4.086 -1.236 1.719
H -1.115 -2.513 -4.335
C -3.488 -1.561 0.862
H -3.016 -3.287 -1.898
C 2.292 0.805 1.564
C -1.671 -0.104 1.785
H -3.376 -2.699 -3.518
O 2.945 4.065 4.868
C 1.938 3.412 2.482
H 0.161 -1.750 -3.418
C 0.026 1.985 -0.928
S 0.137 -4.632 -0.464
H -0.855 3.917 -1.183
H 2.052 -0.683 -3.383
C 3.216 -1.334 1.654
H 0.238 4.850 0.852
H -2.425 -0.442 -4.341
N 0.824 1.167 -0.241
C 2.757 2.574 3.136
C -1.844 -1.531 -2.579
H -1.176 -0.978 2.211
W 1.316 -0.963 -0.695
N 2.412 -0.450 1.034
Si -1.355 -1.126 -0.808
C 2.973 1.214 2.711
C 1.430 1.680 0.861
H -2.357 0.272 2.549
C 1.766 -0.090 -2.519
C 1.249 2.986 1.304
C -3.127 -2.381 -2.501
H -2.929 0.362 -2.861
H 1.809 4.421 2.857
C -0.201 3.310 -0.571
S 2.635 -2.765 -1.432
H 4.320 0.503 4.254
H 3.317 -2.312 1.209
H -3.005 -2.500 1.149
H -3.973 -1.814 -2.124
N 3.471 3.136 4.320
H -0.553 -3.286 -2.868
C 0.403 3.822 0.550
H -0.463 1.577 -1.804
*
```

***

The following is a quantum chemistry calculation of C4H6N3 as an isolated structure in a non-equilibrium geometry, from the OMol25 dataset.

## Properties
Frontier orbital gap (alpha / beta) (eV): 8.858 / 8.858

ORCA input file:
```
! RIJCOSX wB97M-V def2-TZVPD def2/J DEFGRID3
* xyz 1 1
C -0.916 -0.917 0.315
N 0.424 -1.048 0.967
C 0.216 0.267 -1.303
H 0.554 0.297 -2.324
H 0.830 2.192 -0.180
N -1.018 0.395 0.968
H -2.384 -2.074 0.019
N -0.635 -0.636 -1.055
H 1.189 -1.767 0.675
H -1.784 1.024 1.196
C 0.363 0.340 0.985
C 1.002 1.082 -0.128
H 2.159 0.845 -0.134
*
```

***

The following is a quantum chemistry calculation of an isolated ion of composition C4H8NO2 and charge -1 in a non-equilibrium geometry, from the OMol25 dataset.

## Properties
Frontier orbital gap (eV): 6.689

ORCA input file:
```
! RIJCOSX wB97M-V def2-TZVPD def2/J DEFGRID3
* xyz -1 1
H -2.123 1.218 -0.430
C -0.329 0.293 -0.312
H 2.459 -0.788 -0.491
N -1.225 1.452 -0.009
H 0.817 -0.880 1.077
H -1.478 1.351 0.978
H 0.135 0.574 -1.277
C 2.189 0.169 0.013
H 0.802 0.792 1.568
H -2.203 -0.873 -0.360
O 3.009 1.043 0.166
C 0.840 0.141 0.689
H -0.955 -1.642 0.523
C -1.117 -1.130 -0.501
O -0.822 -1.718 -1.634
*
```

***

The following is a quantum chemistry calculation of a 2-piece molecular cluster, C29H32N2O5S overall in a non-equilibrium geometry, from the OMol25 dataset.

## Properties
Frontier orbital gap (eV): 3.939

ORCA input file:
```
! RIJCOSX wB97M-V def2-TZVPD def2/J DEFGRID3
* xyz 0 1
C -2.647 -0.654 -0.621
C -0.835 -3.028 -2.414
H -3.682 3.084 -0.574
H 0.386 -4.782 -2.727
H 1.885 -3.073 4.392
H 2.271 2.263 -0.159
C -5.664 0.780 -3.280
C 0.359 -0.301 3.168
H -1.213 -4.820 -3.501
O 3.391 -2.778 -1.203
H -6.755 0.863 -3.328
H -1.523 -3.366 -1.627
C 0.624 -0.123 5.607
H 1.437 1.648 -1.651
H -2.418 -1.717 -0.557
H 0.493 0.454 6.522
O 2.811 -1.119 -3.031
C 4.707 -0.492 -1.470
H -1.160 3.385 4.856
H -6.608 2.969 -2.647
N -0.683 1.460 4.156
C 5.389 -0.061 -2.611
C 5.261 -0.316 -0.202
C 1.403 -2.093 4.381
H 6.957 0.409 0.910
C 6.528 0.268 -0.080
H -5.388 -0.267 -3.174
C -0.471 0.364 2.170
H -5.832 3.230 -1.061
C 7.237 0.662 -1.218
C 0.194 0.386 4.392
C 1.249 -1.390 5.587
C -1.243 2.336 5.167
H -0.367 -1.196 0.759
C 6.659 0.516 -2.486
H 0.488 2.010 -0.138
H 1.601 -1.844 6.510
H -1.300 -2.232 -3.011
C -1.065 1.465 2.847
C -1.845 0.268 0.114
O 1.703 0.307 -0.014
C -4.129 1.118 -1.393
S 3.165 -1.423 -1.654
H 1.064 -2.077 2.216
C 0.956 -1.557 3.162
H -5.242 1.148 -4.225
C -0.364 -4.187 -3.248
C -5.661 2.916 -2.099
H 4.697 -0.641 0.667
C -2.207 1.637 0.018
C 0.463 -1.134 -1.587
H -1.808 2.165 2.485
H 8.231 1.097 -1.121
H 7.189 0.847 -3.381
C -3.745 -0.253 -1.345
C 1.624 -0.801 -0.698
H -2.307 2.124 5.344
H -4.957 3.631 -2.555
H 4.924 -0.183 -3.587
C -3.364 2.040 -0.633
H 0.081 -3.798 -4.165
H -1.585 2.409 0.477
O -0.214 -0.261 -2.124
N -5.168 1.551 -2.163
H -0.692 2.177 6.095
O 0.356 -2.479 -1.736
H -4.328 -1.012 -1.869
C 1.442 1.675 -0.558
C -0.757 -0.197 0.926
*
```